{"formula": "C10H17P", "method": "ωB97M-V/def2-TZVPD", "smiles": "C=C1C(C)=C(C)[C@](C)(P)[C@H]1C", "relative_energy_kcal_mol": 26.5, "homo_ev": -8.1, "homo_lumo_gap_ev": 8.965, "total_energy_ev": -19931.65465, "multiplicity": 1, "elements": ["C", "C", "C", "C", "C", "C", "C", "C", "C", "C", "P", "H", "H", "H", "H", "H", "H", "H", "H", "H", "H", "H", "H", "H", "H", "H", "H", "H"], "coordinates": [[0.963, -0.773, -0.330], [-0.264, -1.045, 0.160], [1.110, 0.667, -0.716], [2.203, 1.183, -1.325], [-0.096, 1.410, -0.115], [-1.172, 0.223, 0.123], [2.055, -1.822, -0.404], [-0.696, -2.477, 0.474], [0.302, 2.040, 1.159], [-1.973, 0.439, 1.324], [-2.119, -0.007, -1.490], [2.090, 2.189, -1.772], [2.979, 0.650, -1.843], [-0.594, 2.109, -0.754], [2.068, -2.557, 0.341], [2.948, -1.141, -0.193], [2.261, -2.265, -1.370], [-1.054, -2.922, -0.507], [-1.385, -2.509, 1.237], [0.087, -3.047, 0.860], [-0.541, 2.499, 1.435], [1.031, 2.816, 0.927], [0.590, 1.338, 1.971], [-2.234, 1.462, 1.263], [-1.619, 0.135, 2.262], [-3.025, -0.074, 1.240], [-1.153, 0.351, -2.617], [-2.762, 1.129, -1.343]], "forces_ev_per_a": [[-0.830, -0.596, 0.363], [0.561, 0.422, -0.357], [0.890, -0.853, 0.167], [-2.080, 1.038, -1.138], [0.177, -3.166, -0.710], [3.484, -1.324, -1.946], [1.862, 3.670, -0.673], [0.033, 1.668, -2.899], [2.574, -0.816, -0.086], [-4.554, -0.953, -1.238], [1.220, -2.437, -0.683], [0.254, -0.231, 0.805], [0.267, -0.679, 0.489], [0.186, 0.682, -0.563], [-0.425, -1.020, 1.075], [-0.474, -1.278, -0.276], [-0.301, -0.056, -0.327], [0.087, 0.209, 1.381], [-2.266, -0.030, 1.338], [1.628, -0.886, 0.183], [-3.037, 2.193, 1.834], [0.345, -0.178, 0.455], [0.236, 0.438, -0.741], [-0.448, 1.239, 0.788], [1.063, -0.196, 1.173], [1.754, 0.577, 0.073], [-0.887, 0.009, 1.771], [-1.320, 2.556, -0.261]]}

{"formula": "C10H18Br6O16S4", "method": "ωB97M-V/def2-TZVPD", "relative_energy_kcal_mol": 13.1, "homo_ev": -9.8, "homo_lumo_gap_ev": 9.623, "total_energy_ev": -507012.78127, "multiplicity": 1, "elements": ["C", "Br", "Br", "Br", "H", "C", "Br", "Br", "Br", "H", "C", "C", "O", "S", "O", "O", "O", "H", "H", "H", "H", "C", "C", "O", "S", "O", "O", "O", "H", "H", "H", "H", "C", "C", "O", "S", "O", "O", "O", "H", "H", "H", "H", "C", "C", "O", "S", "O", "O", "O", "H", "H", "H", "H"], "coordinates": [[-2.204, -0.591, 3.003], [-2.465, -2.481, 3.310], [-0.316, -0.179, 3.330], [-3.348, 0.398, 4.180], [-2.457, -0.315, 1.989], [-2.108, 3.230, -0.979], [-1.925, 3.135, 0.974], [-0.346, 3.856, -1.494], [-3.543, 4.387, -1.551], [-2.221, 2.214, -1.331], [4.719, 2.414, -3.584], [3.616, 1.929, -2.601], [2.424, 1.866, -3.352], [2.453, 2.885, -4.638], [2.131, 4.190, -4.149], [1.784, 2.298, -5.754], [4.054, 2.660, -4.831], [5.439, 1.641, -3.836], [5.215, 3.339, -3.297], [3.480, 2.463, -1.662], [3.873, 0.901, -2.339], [-6.297, -2.943, 0.339], [-5.031, -3.391, 1.033], [-5.379, -3.519, 2.398], [-6.691, -2.697, 2.815], [-6.350, -1.646, 3.730], [-7.708, -3.616, 3.204], [-7.005, -2.168, 1.297], [-6.923, -3.791, 0.037], [-6.127, -2.336, -0.547], [-4.276, -2.619, 0.842], [-4.576, -4.324, 0.710], [4.866, -0.743, 3.179], [5.750, 0.342, 2.554], [4.870, 1.246, 1.905], [3.474, 0.517, 1.505], [3.663, -0.198, 0.279], [2.318, 1.368, 1.613], [3.535, -0.487, 2.741], [4.914, -0.854, 4.259], [5.085, -1.728, 2.758], [6.420, -0.130, 1.833], [6.390, 0.818, 3.292], [0.493, -0.832, -2.033], [0.538, -0.069, -0.715], [-0.848, 0.133, -0.375], [-1.744, -1.049, -0.908], [-3.093, -0.623, -1.180], [-1.551, -2.214, -0.089], [-0.851, -1.221, -2.271], [1.168, -1.690, -2.049], [0.745, -0.185, -2.875], [0.968, 0.925, -0.827], [0.997, -0.516, 0.160]], "forces_ev_per_a": [[0.454, -0.259, 0.696], [0.032, 0.172, -0.222], [-0.460, 0.125, -0.316], [0.021, 0.196, -0.081], [0.130, -0.137, -0.062], [0.727, 0.420, 1.049], [-0.743, -0.207, -0.150], [-0.142, 0.002, -0.819], [0.429, -0.452, 0.108], [-0.262, 0.094, -0.154], [-0.351, 0.604, -0.250], [0.901, -0.990, -0.087], [-1.102, 0.375, -0.951], [0.937, -0.964, 0.967], [0.389, -0.577, -0.529], [0.446, 0.474, 0.941], [-1.228, 0.629, -0.459], [0.098, -0.020, 0.333], [0.036, -0.106, 0.272], [0.076, 0.524, -0.272], [-0.248, 0.006, 0.152], [-0.639, -1.010, -0.690], [0.707, 0.717, -0.749], [-0.248, 0.107, 0.699], [0.003, 0.014, -0.060], [-0.181, -0.537, -1.367], [0.261, 0.156, -0.259], [0.230, 0.469, 1.444], [0.003, 0.048, 0.148], [0.149, 0.163, 0.184], [0.072, -0.002, 0.670], [-0.435, -0.151, -0.113], [0.117, -1.317, -0.599], [0.494, -0.927, 0.020], [-0.917, 0.627, -0.323], [-0.121, 0.127, 0.455], [0.130, 0.184, 0.319], [1.803, -0.706, 0.201], [-1.046, 0.671, 0.015], [-0.330, 0.510, 0.031], [0.418, 0.118, 0.118], [-0.106, 0.178, -0.233], [-0.400, 0.580, -0.040], [0.821, 0.069, -0.640], [-0.226, 0.633, 0.554], [-1.001, 0.579, 0.287], [0.513, -0.881, -0.604], [1.687, -0.024, 0.017], [-0.159, 0.652, -0.401], [-1.696, -0.341, 0.814], [-0.229, -0.088, 0.142], [0.114, 0.023, 0.160], [-0.094, 0.009, -0.063], [0.167, -0.561, -0.304]]}

{"formula": "C10H18ClNO5", "method": "ωB97M-V/def2-TZVPD", "relative_energy_kcal_mol": 9.1, "homo_ev": -6.8, "homo_lumo_gap_ev": 6.146, "total_energy_ev": -34908.98762, "multiplicity": 1, "elements": ["C", "C", "O", "C", "O", "C", "C", "N", "C", "C", "C", "O", "Cl", "H", "H", "H", "H", "H", "H", "H", "H", "H", "H", "H", "H", "H", "H", "H", "C", "C", "O", "O", "H", "H", "H"], "coordinates": [[-4.076, -0.318, -0.522], [-3.025, -0.181, -1.651], [-1.758, 0.281, -1.196], [-0.889, -0.700, -0.746], [-1.522, -1.930, -0.450], [-0.777, -2.726, 0.435], [-0.830, -2.047, 1.825], [-0.677, -0.550, 1.678], [0.009, -0.182, 0.405], [0.397, 1.273, 0.276], [0.637, 1.964, 1.615], [-0.257, 2.300, 2.272], [2.264, 2.245, 2.116], [-3.554, -0.339, 0.438], [-4.690, 0.582, -0.498], [-4.706, -1.197, -0.639], [-2.985, -1.060, -2.295], [-3.403, 0.618, -2.290], [-0.174, -0.902, -1.564], [-1.140, -3.747, 0.494], [0.271, -2.787, 0.115], [-1.791, -2.296, 2.270], [-0.008, -2.385, 2.455], [-1.628, -0.168, 1.649], [-0.216, -0.228, 2.529], [0.938, -0.752, 0.373], [1.365, 1.296, -0.272], [-0.282, 1.905, -0.293], [5.121, 2.141, -1.080], [4.006, 1.132, -1.408], [4.356, -0.059, -1.511], [2.852, 1.634, -1.530], [6.086, 1.645, -0.987], [5.188, 2.890, -1.872], [4.896, 2.650, -0.139]], "forces_ev_per_a": [[0.690, 0.309, -0.112], [-1.323, 0.595, -0.283], [-0.604, -0.566, 0.833], [1.869, -0.039, -1.425], [-0.826, 0.042, 0.291], [1.097, 0.878, 0.659], [0.321, -0.929, -0.582], [-1.130, -0.818, 0.379], [0.165, -0.063, -0.337], [1.689, 0.671, -0.202], [1.277, -1.068, -2.501], [-2.768, 0.969, 2.510], [0.680, -0.083, -0.014], [-0.166, -0.304, 0.015], [-0.148, -0.117, 0.013], [0.042, -0.004, 0.091], [0.416, -0.165, 0.298], [0.368, 0.041, -0.130], [-0.067, -0.001, 0.066], [-0.424, 0.122, -0.132], [-0.121, -0.096, -0.137], [0.038, 0.396, 0.271], [-0.132, -0.107, 0.035], [0.254, 0.411, 0.160], [-0.069, 0.514, -0.263], [-0.065, -0.128, 0.200], [-0.228, -0.042, -0.338], [-0.362, -0.243, 0.226], [0.170, -0.016, -0.025], [0.504, 0.067, 0.095], [-0.510, -0.046, 0.071], [-0.437, -0.287, 0.285], [-0.050, -0.044, -0.014], [-0.089, 0.066, 0.078], [-0.063, 0.084, -0.081]]}

{"formula": "C10H18N2O5", "method": "ωB97M-V/def2-TZVPD", "smiles": "CC(C)[C@H](N)C(=O)N[C@@H](CCC(=O)O)C(=O)O", "relative_energy_kcal_mol": 38.5, "homo_ev": -9.3, "homo_lumo_gap_ev": 9.382, "total_energy_ev": -23880.11933, "multiplicity": 1, "elements": ["C", "C", "C", "C", "C", "C", "C", "C", "C", "C", "H", "H", "H", "H", "H", "H", "H", "H", "H", "H", "H", "H", "H", "H", "H", "H", "H", "H", "N", "N", "O", "O", "O", "O", "O"], "coordinates": [[0.796, 1.949, -1.334], [-0.452, 1.016, -1.304], [0.439, 3.390, -1.217], [-0.347, 3.859, -2.457], [-0.184, 3.730, 0.179], [0.202, -0.120, 0.890], [1.487, -0.704, 0.254], [-0.448, -1.176, 1.793], [-0.882, -2.463, 1.071], [-1.342, -3.481, 2.103], [2.499, 2.103, -2.386], [1.778, 0.719, -2.675], [1.380, 1.608, -0.439], [1.373, 4.011, -1.288], [-0.482, 4.935, -2.429], [-1.326, 3.378, -2.530], [0.189, 3.652, -3.381], [-1.098, 3.192, 0.292], [-0.368, 4.769, 0.214], [0.558, 3.341, 0.976], [-1.661, -0.099, -0.197], [0.467, 0.815, 1.422], [-1.430, -0.683, 2.205], [0.295, -1.427, 2.592], [-0.004, -2.868, 0.555], [-1.593, -2.239, 0.245], [-1.627, -4.765, 0.703], [2.290, -0.387, 1.918], [1.596, 1.694, -2.516], [-0.721, 0.286, -0.208], [-1.276, 1.146, -2.223], [1.575, -1.051, -0.881], [-1.481, -3.249, 3.288], [-1.713, -4.721, 1.651], [2.523, -0.865, 1.093]], "forces_ev_per_a": [[0.954, -2.758, 1.136], [-0.807, 2.388, -2.448], [0.106, 1.822, -0.074], [-0.548, 0.122, 0.340], [2.089, -1.954, -0.642], [-0.330, 0.613, -1.739], [-0.275, -0.021, 0.034], [-1.486, 1.084, 0.699], [0.929, 0.395, -0.242], [-1.511, -0.390, 1.294], [0.485, 0.459, 0.015], [-0.266, -0.474, 0.092], [-0.178, 0.736, -0.179], [-0.304, -0.828, 0.259], [-0.105, 0.280, 0.183], [0.158, 0.160, 0.031], [0.104, -0.245, 0.160], [-0.843, -0.335, 0.226], [-0.076, 1.116, 0.477], [-1.189, 0.984, -0.992], [0.309, 0.017, -0.088], [-0.032, -0.649, 0.267], [2.051, -0.931, -0.182], [-1.065, 0.243, -0.364], [-0.052, -0.199, -0.005], [0.053, -0.445, 0.773], [0.108, -0.087, -0.682], [0.476, -0.487, -0.350], [-0.322, 0.126, -0.457], [0.101, -1.064, 1.612], [0.852, -1.017, 1.430], [-0.068, -0.180, -0.424], [0.615, -0.095, -1.683], [0.396, 0.909, 0.560], [-0.331, 0.706, 0.965]]}

{"formula": "C10H18N3O", "method": "ωB97M-V/def2-TZVPD", "charge": 1, "relative_energy_kcal_mol": 6.9, "homo_ev": -11.8, "homo_lumo_gap_ev": 9.195, "total_energy_ev": -17174.77355, "multiplicity": 1, "elements": ["C", "C", "C", "C", "C", "C", "C", "O", "H", "H", "H", "H", "H", "H", "H", "H", "C", "C", "C", "N", "N", "N", "H", "H", "H", "H", "H", "H", "H", "H", "H", "H"], "coordinates": [[2.274, -2.664, -0.130], [-0.796, -1.752, 1.897], [0.071, -2.469, 1.095], [-0.473, -0.469, 2.343], [1.261, -1.886, 0.647], [0.720, 0.102, 1.935], [1.525, -0.579, 1.027], [-1.417, 0.095, 3.163], [-1.707, -2.224, 2.238], [-0.201, -3.492, 0.861], [-1.076, 0.792, 3.739], [0.931, 1.068, 2.388], [2.965, -3.100, 0.593], [2.839, -2.094, -0.854], [2.348, -0.031, 0.581], [1.814, -3.552, -0.561], [0.429, 1.256, -2.081], [-0.096, 1.727, -3.428], [-1.260, 1.336, -0.244], [-0.291, 1.878, -0.957], [-1.864, 2.033, 0.723], [-1.747, 0.131, -0.547], [0.399, 0.193, -1.905], [1.468, 1.545, -1.957], [-1.177, 1.774, -3.446], [0.262, 1.122, -4.246], [-0.165, 2.870, -0.826], [-1.641, 3.005, 0.882], [-2.171, 1.525, 1.543], [-1.158, -0.570, -0.971], [-2.373, -0.287, 0.126], [0.307, 2.718, -3.628]], "forces_ev_per_a": [[-0.226, -0.865, 0.574], [-0.053, -0.102, 0.136], [-0.008, 0.294, 0.153], [0.117, -1.240, -0.058], [-0.124, 0.102, -0.261], [-0.973, 0.349, 0.516], [0.021, 0.603, 0.068], [-0.211, 0.611, 0.049], [-0.083, 0.095, 0.105], [0.208, 0.024, -0.175], [0.255, -0.168, -0.120], [0.460, 0.092, -0.513], [0.331, 0.202, -0.011], [0.012, 0.119, -0.198], [0.330, -0.268, 0.259], [-0.050, 0.160, -0.481], [-0.216, 0.362, 0.287], [0.342, 0.315, 0.145], [-0.073, -0.022, -0.564], [0.073, 0.388, -0.158], [-0.174, 0.310, 0.450], [0.070, -0.637, 0.433], [-0.038, -0.391, -0.252], [0.165, -0.036, -0.009], [-0.233, -0.101, -0.061], [0.041, -0.433, -0.136], [0.273, -0.034, 0.092], [0.118, -0.213, -0.101], [-0.190, -0.036, -0.072], [0.143, 0.193, -0.131], [-0.103, 0.136, -0.009], [-0.203, 0.188, 0.042]]}

{"formula": "C10H18N3OS", "method": "ωB97M-V/def2-TZVPD", "charge": 1, "relative_energy_kcal_mol": 75.8, "homo_ev": -13.7, "homo_lumo_gap_ev": 8.149, "total_energy_ev": -28003.03897, "multiplicity": 1, "elements": ["C", "C", "C", "C", "C", "C", "C", "C", "C", "C", "N", "N", "N", "O", "S", "H", "H", "H", "H", "H", "H", "H", "H", "H", "H", "H", "H", "H", "H", "H", "H", "H", "H"], "coordinates": [[0.332, -2.673, -1.313], [1.874, 1.690, 0.204], [-0.602, 1.973, -0.550], [1.930, 0.253, -0.341], [-0.468, 0.542, -1.238], [0.888, 2.588, -0.477], [0.534, -0.324, -0.544], [0.823, 3.943, 0.372], [-2.393, -3.615, 1.130], [-1.522, -2.484, 1.635], [0.621, -1.451, -1.494], [-0.896, -1.858, 0.455], [-0.159, -0.872, 0.668], [-0.136, -0.273, 1.740], [0.045, -4.121, -1.796], [1.587, 1.704, 1.321], [2.826, 2.145, 0.012], [-1.225, 2.518, -1.120], [-1.010, 2.005, 0.569], [2.312, 0.044, -1.313], [2.431, -0.449, 0.347], [-1.463, 0.059, -1.146], [-0.290, 0.622, -2.306], [1.248, 2.718, -1.538], [-0.099, 3.999, 1.070], [0.701, 4.756, -0.409], [1.748, 4.096, 0.904], [-1.905, -4.088, 0.208], [-2.191, -4.453, 1.966], [-3.439, -3.168, 1.015], [-2.257, -1.905, 2.195], [-0.759, -2.863, 2.244], [0.912, -1.057, -2.468]], "forces_ev_per_a": [[-1.277, -1.486, -1.320], [-0.597, -0.785, 1.149], [3.910, -2.322, 3.224], [-1.436, -0.786, 1.787], [-2.347, 2.260, 1.689], [-2.192, 0.898, -0.064], [-0.558, -0.546, -0.347], [-1.660, 0.082, -2.059], [0.972, -2.117, 0.721], [-1.343, 0.114, -1.678], [1.459, 1.020, -1.532], [0.296, -0.947, -0.207], [-0.813, 0.336, 0.971], [1.003, 0.517, -0.145], [0.547, 1.087, 0.844], [0.883, -0.361, -1.597], [0.720, 0.142, 0.532], [-2.060, 2.185, -1.943], [0.720, -0.698, -2.449], [1.129, 0.848, -0.762], [0.143, 0.425, -0.197], [0.565, -0.007, -0.232], [0.417, 0.343, -0.071], [-0.450, 0.385, 0.900], [1.671, -0.299, -1.061], [0.124, -0.572, 1.223], [0.175, 0.166, 0.287], [-1.313, 0.757, 1.021], [-1.585, 1.674, -1.850], [1.301, -1.620, -0.109], [0.907, 1.018, 0.118], [1.265, -0.121, 1.116], [-0.574, -1.589, 2.041]]}

{"formula": "C10H18N4O2P", "method": "ωB97M-V/def2-TZVPD", "charge": 1, "relative_energy_kcal_mol": 8.4, "homo_ev": -11.9, "homo_lumo_gap_ev": 8.131, "total_energy_ev": -29995.13641, "multiplicity": 1, "elements": ["N", "P", "C", "C", "N", "C", "C", "N", "H", "H", "H", "H", "H", "H", "H", "H", "H", "H", "H", "H", "H", "C", "C", "C", "C", "C", "C", "N", "O", "O", "H", "H", "H", "H", "H"], "coordinates": [[-0.411, -2.290, 0.660], [0.498, -2.212, -0.614], [2.237, -1.631, -0.307], [2.338, -0.196, -0.796], [3.487, 0.587, -0.213], [3.935, 0.180, 1.160], [3.912, -1.301, 1.366], [2.569, -1.804, 1.094], [0.083, -2.002, 1.500], [0.583, -3.458, -1.261], [-0.031, -1.339, -1.593], [2.891, -2.249, -0.933], [1.428, 0.366, -0.633], [2.488, -0.230, -1.865], [3.180, 1.559, -0.139], [4.286, 0.610, -0.846], [3.325, 0.667, 1.905], [4.947, 0.541, 1.294], [4.680, -1.813, 0.780], [4.128, -1.458, 2.416], [2.544, -2.799, 1.287], [-2.799, -0.081, -0.812], [-2.953, 0.224, 0.533], [-3.679, 1.343, 0.908], [-4.238, 2.137, -0.076], [-4.097, 1.848, -1.420], [-3.368, 0.728, -1.787], [-5.013, 3.326, 0.320], [-5.093, 3.571, 1.508], [-5.508, 3.993, -0.568], [-2.236, -0.959, -1.096], [-2.511, -0.416, 1.283], [-3.808, 1.590, 1.951], [-4.546, 2.482, -2.169], [-3.249, 0.486, -2.835]], "forces_ev_per_a": [[0.718, 0.246, -0.363], [-1.376, -0.394, 1.395], [0.313, -0.337, -0.576], [-0.095, -0.205, -0.173], [-0.215, 0.491, 0.161], [0.626, -0.027, 0.385], [-0.482, -0.381, -0.042], [0.016, 0.114, -0.094], [-0.269, -0.032, 0.099], [0.311, 0.231, -0.387], [0.453, -0.113, -0.339], [0.169, -0.025, -0.185], [-0.144, 0.204, 0.423], [0.056, 0.168, -0.290], [0.083, 0.021, -0.139], [0.000, -0.286, -0.039], [-0.480, 0.166, -0.064], [0.191, 0.229, -0.100], [0.179, 0.019, -0.161], [0.143, -0.131, 0.191], [-0.179, 0.065, 0.291], [0.029, 0.042, -0.083], [0.025, 0.007, -0.024], [0.055, -0.049, 0.159], [0.052, -0.154, -0.032], [-0.010, 0.031, -0.201], [0.056, -0.034, 0.097], [-0.035, 0.235, 0.051], [-0.021, -0.036, -0.208], [0.059, -0.116, 0.176], [-0.060, -0.073, 0.043], [0.000, -0.034, -0.011], [-0.079, 0.088, -0.016], [-0.058, 0.068, 0.074], [-0.031, 0.002, -0.017]]}